{"formula": "C16H15BF4MoN3O4S6Se2Te2", "method": "the ωB97M-V functional and the def2-TZVPD basis", "total_charge": -1, "relative_energy_ev": 0.185, "s_squared": 2.12, "homo_energy_ev": [-5.3, -5.3], "multiplicity": 3, "species": ["Mo", "Se", "Te", "Te", "Se", "N", "H", "H", "H", "O", "C", "O", "C", "C", "C", "C", "C", "C", "N", "O", "O", "H", "H", "H", "H", "F", "B", "F", "F", "F", "S", "C", "N", "C", "C", "C", "C", "H", "H", "H", "H", "H", "C", "S", "C", "C", "S", "S", "C", "S", "S", "H", "H", "H"], "coordinates": [[2.247459, 0.297069, -0.866015], [2.009166, -1.758298, -2.422605], [3.888482, -1.393307, -4.060608], [3.271702, 1.137379, -4.712131], [3.342314, 1.890150, -2.293127], [4.117637, -0.570415, -0.167332], [4.592347, -1.060315, -0.921042], [3.868499, -1.244437, 0.573132], [4.730138, 0.137008, 0.226767], [2.720945, -1.974963, 1.971384], [1.637642, -1.490380, 1.649160], [1.458005, -0.820617, 0.568464], [0.414865, -1.614433, 2.506793], [0.483610, -2.384748, 3.664020], [-0.623794, -2.510270, 4.482031], [-1.780571, -1.843979, 4.110507], [-1.878284, -1.071054, 2.965236], [-0.761514, -0.959431, 2.153356], [-2.964346, -1.965766, 4.981269], [-3.958830, -1.335683, 4.682176], [-2.879581, -2.688199, 5.956631], [1.414299, -2.879062, 3.905762], [-0.608131, -3.103759, 5.382390], [-2.807528, -0.583466, 2.715441], [-0.801555, -0.376599, 1.243755], [0.305776, 0.899434, -1.260010], [-0.466039, 1.667111, -2.341632], [-0.152822, 1.021643, -3.527393], [-0.006835, 2.955925, -2.297590], [-1.779785, 1.523872, -1.999676], [-1.130665, -2.595357, -0.933021], [-1.915976, -2.347611, -2.382716], [-1.469383, -1.376619, -3.238313], [-2.024717, -1.063891, -4.425588], [-3.114899, -1.742174, -4.876658], [-3.636993, -2.761068, -4.045903], [-3.065900, -3.053449, -2.845643], [-0.666114, -0.834447, -2.933356], [-1.546240, -0.251806, -4.953175], [-3.558980, -1.495468, -5.827920], [-4.512573, -3.312276, -4.365319], [-3.462188, -3.821649, -2.198992], [-0.185057, 2.789778, 3.074383], [-0.657038, 2.778379, 1.325750], [0.623643, 3.801931, 0.688103], [1.921654, 3.467929, 0.549879], [2.653757, 1.943831, 0.993669], [2.965311, 4.743085, -0.025873], [1.769368, 5.976614, -0.212808], [2.106085, 7.498998, -0.745276], [0.196896, 5.430794, 0.234263], [-0.921008, 2.181466, 3.598644], [-0.201655, 3.799709, 3.478538], [0.799390, 2.342879, 3.198241]], "forces_ev_per_a": [[0.14, 0.03, 0.32], [-0.04, 0.00, -0.11], [0.02, -0.07, 0.07], [0.01, -0.05, -0.01], [0.10, 0.29, -0.11], [0.00, -0.11, 0.06], [0.03, 0.05, -0.01], [-0.01, 0.04, -0.01], [0.05, -0.02, -0.04], [-0.20, 0.01, 0.05], [0.41, -0.02, 0.09], [-0.40, -0.09, -0.22], [0.00, -0.07, 0.09], [0.00, 0.03, -0.04], [-0.03, 0.07, -0.11], [-0.05, 0.03, 0.00], [0.09, -0.09, 0.09], [0.05, -0.05, 0.02], [-0.04, 0.00, 0.04], [0.01, 0.00, -0.01], [0.00, 0.00, 0.00], [0.01, 0.01, -0.01], [-0.01, 0.00, 0.02], [-0.03, 0.01, 0.01], [0.03, -0.01, -0.02], [-0.11, 0.02, 0.01], [0.00, 0.31, 0.07], [0.13, 0.05, -0.07], [0.01, -0.04, 0.01], [-0.09, -0.02, 0.03], [-0.01, -0.14, 0.17], [0.04, 0.22, -0.14], [-0.06, -0.12, 0.11], [-0.10, -0.04, -0.09], [0.08, 0.01, 0.08], [-0.02, 0.04, -0.05], [0.03, -0.04, 0.02], [-0.01, -0.12, -0.08], [-0.02, -0.03, 0.01], [-0.01, 0.01, -0.01], [-0.01, -0.02, -0.01], [0.00, -0.02, 0.00], [0.00, -0.03, 0.01], [0.04, 0.02, -0.01], [0.03, 0.01, 0.01], [-0.11, -0.03, 0.05], [0.12, -0.06, -0.16], [-0.05, 0.01, -0.03], [0.01, 0.05, 0.00], [-0.02, -0.04, 0.01], [0.02, 0.01, -0.01], [-0.03, -0.02, -0.01], [0.00, 0.02, -0.02], [0.01, 0.00, -0.01]]}

---

{"formula": "C10H14BBrEuN6", "method": "the ωB97M-V functional and the def2-TZVPD basis", "total_charge": 2, "s_squared": 15.85, "homo_energy_ev": [-15.3, -15.3], "multiplicity": 8, "species": ["C", "N", "N", "C", "C", "B", "N", "N", "C", "C", "C", "Eu", "N", "N", "C", "C", "C", "H", "H", "H", "H", "H", "H", "H", "H", "H", "H", "H", "C", "H", "H", "H", "Br"], "coordinates": [[2.747723, -0.138939, 1.172757], [1.514632, -0.134157, 0.636399], [1.671511, 0.155075, -0.712667], [2.984809, 0.218685, -1.017151], [3.705924, 0.046445, 0.161460], [0.483490, 0.269410, -1.699587], [-0.459266, -0.878284, -1.244013], [-0.694009, -1.278354, 0.072859], [-1.597697, -2.281718, 0.010157], [-1.834345, -2.613840, -1.336129], [-1.090263, -1.715114, -2.092230], [0.443909, -1.633780, 2.506082], [-0.187302, 1.684853, -1.611447], [-0.671095, 2.029644, -0.364897], [-1.142546, 3.265656, -0.438411], [-1.004181, 3.757540, -1.764509], [-0.393358, 2.712499, -2.472491], [-1.553188, 3.765164, 0.429608], [-0.109991, 2.638146, -3.512725], [-1.311502, 4.719107, -2.124139], [0.841952, 0.103805, -2.838543], [-0.954772, -1.590211, -3.157961], [3.297755, 0.372773, -2.042815], [-2.466981, -3.396856, -1.695401], [4.765765, 0.057112, 0.292795], [-2.049889, -2.662893, 0.920519], [2.864868, -0.208494, 2.251109], [-1.840473, -1.172223, 2.400518], [-1.762592, -1.498416, 3.456588], [-2.788283, -1.748587, 3.731905], [-1.164291, -2.442890, 3.590912], [-1.372337, -0.686323, 4.085937], [1.126035, 0.285165, 4.405513]], "forces_ev_per_a": [[0.04, 0.05, -1.54], [0.72, 0.49, 0.48], [-0.12, -0.48, 0.95], [-0.11, 0.04, 1.12], [-0.15, -0.01, 0.02], [0.55, -0.88, 0.29], [-0.01, -0.61, 0.97], [-1.09, -0.08, 0.08], [0.91, 0.58, -1.59], [-0.13, -0.04, 0.20], [-0.39, 0.01, 1.17], [2.54, 3.34, -2.97], [-0.48, 1.82, -1.60], [-0.76, 1.47, 0.87], [0.37, -0.87, 0.09], [-0.65, 0.77, 1.39], [1.36, -3.55, 0.33], [0.02, -0.10, -0.16], [0.01, 0.05, 0.04], [-0.03, 0.20, -0.25], [-0.09, 0.03, 0.27], [-0.19, -0.11, 0.13], [0.03, 0.06, 0.25], [-0.18, -0.17, -0.17], [0.32, 0.04, -0.08], [0.05, -0.26, -0.26], [0.22, -0.01, -0.12], [-0.01, -0.10, 0.10], [-1.16, -0.42, 0.29], [0.17, 0.04, 0.18], [-1.43, 0.19, 0.49], [-0.06, -0.24, 0.02], [-0.28, -1.25, -0.98]]}

---

{"formula": "C35H50BrCl2F4N4OS3SiW", "method": "the ωB97M-V functional and the def2-TZVPD basis", "total_charge": 1, "relative_energy_ev": 0.106, "homo_energy_ev": -10.7, "species": ["W", "C", "N", "C", "C", "C", "N", "C", "C", "F", "C", "F", "C", "C", "F", "C", "F", "H", "H", "H", "H", "H", "H", "H", "H", "H", "H", "H", "S", "C", "C", "C", "C", "N", "C", "C", "C", "S", "C", "N", "H", "H", "Cl", "C", "Cl", "H", "H", "C", "C", "C", "C", "Si", "Br", "C", "C", "C", "C", "C", "C", "C", "C", "H", "H", "H", "H", "H", "H", "H", "H", "H", "H", "H", "H", "H", "H", "H", "H", "H", "H", "H", "H", "H", "H", "H", "H", "H", "H", "H", "O", "S", "C", "C", "C", "C", "H", "H", "H", "H", "H", "H", "H", "H"], "coordinates": [[-0.178562, -0.963409, 1.428948], [2.553788, -1.671118, 1.310150], [1.952495, -0.971683, 2.427497], [2.601618, 0.316191, 2.734781], [1.689221, -1.729951, 3.660394], [0.502421, -1.066328, 4.343587], [-0.439068, -0.596886, 3.309851], [-1.685464, -0.169566, 3.849118], [-1.993500, 1.179311, 3.941698], [-1.094349, 2.088126, 3.546035], [-3.229714, 1.588119, 4.410768], [-3.494618, 2.893799, 4.470143], [-4.178063, 0.668487, 4.806799], [-3.867190, -0.675655, 4.734223], [-4.760238, -1.590690, 5.108966], [-2.634927, -1.093976, 4.269890], [-2.350081, -2.398498, 4.206261], [2.745453, -2.719136, 1.538788], [3.467679, -1.183683, 0.974109], [1.516749, -2.518685, -0.164388], [3.532324, 0.147207, 3.283499], [1.932701, 0.928255, 3.336800], [2.813234, 0.850404, 1.813888], [2.563060, -1.743619, 4.318734], [1.431820, -2.751905, 3.385296], [0.799103, -0.224042, 4.974445], [0.003702, -1.798850, 4.982311], [-5.141643, 0.992955, 5.173796], [-2.297716, -0.561788, 0.706493], [-3.203642, -2.070943, 0.880442], [-4.579110, -2.096432, 0.700325], [-5.268705, -3.296969, 0.798637], [-6.692634, -3.309148, 0.611344], [-7.832484, -3.301788, 0.473235], [-4.567168, -4.479878, 1.074867], [-3.191735, -4.444839, 1.259436], [-2.510154, -3.240068, 1.161824], [-0.757500, -3.187057, 1.388771], [-5.256529, -5.737423, 1.164486], [-5.798871, -6.747772, 1.221753], [-5.120422, -1.184917, 0.480984], [-2.658780, -5.360641, 1.479914], [-2.847376, -3.242467, -2.463343], [-2.109689, -1.656948, -2.665784], [-0.405271, -1.636056, -2.147104], [-2.638586, -0.939089, -2.048308], [-2.132913, -1.387636, -3.714555], [0.082708, 3.854685, -3.694392], [-0.365886, 3.225686, -2.360829], [-1.422141, 4.138334, -1.722647], [-1.062202, 1.887301, -2.656520], [1.165630, 3.014398, -1.247046], [0.357579, 1.593277, 0.489324], [2.631715, 2.072002, -2.032339], [3.512338, 1.383630, -0.977246], [3.490121, 3.071765, -2.831302], [2.177170, 0.966953, -2.994023], [1.647764, 4.539728, -0.203601], [0.593027, 4.917390, 0.850101], [1.823795, 5.733312, -1.164554], [2.963606, 4.331279, 0.559696], [-0.801147, 4.022943, -4.316352], [0.754803, 3.206689, -4.258188], [0.571841, 4.820581, -3.561067], [-2.288443, 4.182005, -2.388951], [-1.071562, 5.160278, -1.583982], [-1.768132, 3.753556, -0.760991], [-1.911625, 2.083762, -3.318162], [-1.451004, 1.427648, -1.744869], [-0.416131, 1.166718, -3.151913], [3.839749, 2.044920, -0.176749], [4.407620, 0.992162, -1.470507], [2.977870, 0.539113, -0.537331], [3.972092, 3.814497, -2.197059], [2.914873, 3.599381, -3.594765], [4.282267, 2.520809, -3.346559], [1.544130, 0.232487, -2.495694], [3.064544, 0.443847, -3.364708], [1.644015, 1.351518, -3.863113], [-0.400158, 5.075114, 0.438153], [0.904586, 5.853806, 1.322007], [0.517535, 4.165849, 1.636225], [0.881458, 6.036271, -1.621006], [2.543406, 5.538791, -1.961977], [2.196076, 6.589104, -0.594411], [2.890980, 3.501888, 1.267773], [3.172406, 5.233754, 1.141072], [3.820195, 4.160764, -0.090289], [1.576813, -1.595949, 0.242529], [1.977375, -4.446362, -0.737453], [0.450017, -5.163549, -1.441804], [0.779885, -5.488954, -2.895617], [1.706517, -4.388894, -3.402298], [2.803314, -4.232036, -2.354549], [-0.349617, -4.431787, -1.356151], [0.188017, -6.045457, -0.861809], [-0.135013, -5.557855, -3.485124], [1.285844, -6.454979, -2.952836], [1.152410, -3.453418, -3.501373], [2.134346, -4.631155, -4.375541], [3.288494, -3.257644, -2.385114], [3.565463, -5.003271, -2.453870]], "forces_ev_per_a": [[0.06, 0.28, 0.14], [-0.01, -0.06, 0.02], [-0.08, 0.05, -0.02], [0.01, 0.00, -0.01], [0.03, -0.02, 0.00], [0.03, -0.04, -0.01], [-0.05, -0.08, 0.08], [-0.03, -0.08, -0.05], [0.03, -0.01, -0.02], [-0.01, 0.00, 0.00], [0.03, 0.04, -0.01], [0.00, -0.01, 0.00], [-0.02, 0.00, 0.01], [-0.03, -0.01, 0.01], [0.01, 0.00, -0.01], [0.03, 0.03, 0.03], [-0.01, 0.00, -0.01], [-0.03, -0.01, 0.01], [0.01, 0.00, 0.00], [0.02, -0.04, -0.13], [0.00, 0.00, 0.00], [0.00, 0.01, -0.01], [0.00, 0.02, -0.02], [0.00, 0.00, 0.01], [-0.01, 0.00, -0.01], [0.01, 0.01, -0.02], [-0.02, 0.03, 0.01], [0.00, -0.01, 0.00], [0.03, 0.04, 0.00], [-0.02, -0.01, -0.01], [-0.01, 0.01, 0.01], [-0.01, 0.03, -0.03], [-0.01, -0.04, 0.05], [0.01, 0.02, -0.03], [0.03, -0.03, 0.01], [0.00, -0.01, 0.01], [-0.02, 0.00, 0.00], [0.11, -0.01, -0.05], [-0.05, 0.03, -0.04], [0.03, -0.01, 0.02], [0.00, 0.00, 0.00], [0.00, 0.00, 0.00], [0.02, -0.02, 0.00], [0.02, 0.03, 0.05], [-0.04, -0.03, -0.11], [-0.01, 0.00, 0.00], [0.00, 0.00, 0.00], [-0.02, -0.01, -0.02], [0.00, -0.05, -0.01], [-0.02, 0.01, 0.00], [-0.01, 0.01, 0.01], [0.03, -0.08, 0.04], [-0.06, -0.02, 0.00], [0.00, 0.02, 0.01], [-0.01, 0.00, 0.02], [0.00, 0.02, 0.00], [-0.02, 0.00, -0.02], [0.00, 0.00, -0.02], [-0.01, 0.02, 0.02], [0.01, 0.01, -0.01], [-0.01, 0.00, 0.02], [0.00, 0.00, 0.01], [-0.02, 0.02, 0.01], [0.01, 0.01, 0.01], [0.00, 0.00, 0.00], [0.00, -0.01, 0.00], [0.00, 0.00, -0.01], [0.00, 0.00, 0.00], [0.00, 0.01, -0.02], [0.03, -0.01, -0.01], [0.00, -0.02, -0.03], [-0.01, -0.01, 0.00], [0.00, 0.00, 0.01], [0.01, 0.01, 0.01], [0.02, -0.01, 0.02], [0.00, 0.00, 0.01], [-0.01, -0.01, 0.01], [0.00, 0.00, 0.00], [0.01, -0.01, 0.02], [0.01, 0.01, 0.00], [0.00, 0.00, 0.00], [0.00, 0.01, 0.00], [0.01, 0.00, -0.01], [-0.02, 0.01, 0.01], [-0.01, 0.00, 0.00], [0.00, -0.01, -0.01], [0.00, 0.00, 0.00], [0.00, 0.02, -0.02], [0.02, 0.06, 0.12], [-0.01, -0.02, -0.01], [-0.01, -0.04, 0.02], [0.00, -0.01, 0.00], [-0.01, 0.01, -0.03], [0.01, 0.00, -0.02], [-0.02, 0.02, -0.01], [0.00, 0.01, 0.00], [0.00, 0.00, 0.00], [0.00, 0.00, 0.00], [0.03, -0.05, 0.00], [0.01, -0.01, 0.00], [0.00, 0.01, 0.00], [0.00, 0.00, 0.01]]}

---

{"formula": "C3H8NO", "method": "the ωB97M-V functional and the def2-TZVPD basis", "total_charge": -2, "relative_energy_ev": 1.459, "s_squared": 0.75, "homo_energy_ev": [4.7, 1.4], "multiplicity": 2, "species": ["C", "O", "C", "C", "N", "H", "H", "H", "H", "H", "H", "H", "H"], "coordinates": [[0.084602, -1.374097, -0.450464], [0.235515, -2.496243, 0.209581], [0.346283, 0.087648, 0.540302], [0.483046, 1.203570, -0.623861], [-0.855281, 0.300292, 1.304618], [-0.983555, -1.332732, -0.664451], [0.764697, -1.189104, -1.357807], [1.321066, 0.156613, 0.996538], [-0.500658, 1.063339, -1.284222], [0.417165, 2.257643, -0.211882], [1.327289, 1.140324, -1.281386], [-1.587173, 0.535413, 0.767357], [-1.052995, -0.352671, 2.055671]], "forces_ev_per_a": [[1.41, 1.39, 1.93], [0.95, -1.51, 0.62], [-0.65, -0.50, -5.26], [-3.55, 0.18, 1.24], [3.71, 0.20, 3.49], [-0.68, 1.28, -0.99], [-0.65, -0.12, 0.42], [-0.05, -0.70, 1.13], [1.88, 0.42, 0.93], [0.08, -0.88, -0.40], [0.55, -0.30, -0.23], [-3.09, 0.73, -2.19], [0.07, -0.18, -0.69]]}

---

Number 1: energy -253199.2723 eV. Number 2: energy -109567.8626 eV. Number 3: energy -193277.9904 eV. Number 4: energy -6771.7405 eV.